{
  "formula": "C33H83CuN6O13",
  "method": "ωB97M-V/def2-TZVPD",
  "species": ["Cu", "O", "C", "O", "O", "H", "C", "O", "C", "C", "N", "C", "C", "O", "C", "H", "H", "H", "H", "H", "H", "H", "H", "H", "H", "H", "H", "H", "H", "H", "C", "O", "C", "C", "N", "C", "C", "O", "C", "H", "H", "H", "H", "H", "H", "H", "H", "H", "H", "H", "H", "H", "H", "H", "C", "O", "C", "C", "N", "C", "C", "O", "C", "H", "H", "H", "H", "H", "H", "H", "H", "H", "H", "H", "H", "H", "H", "H", "C", "O", "C", "C", "N", "C", "C", "O", "C", "H", "H", "H", "H", "H", "H", "H", "H", "H", "H", "H", "H", "H", "H", "H", "C", "C", "C", "O", "C", "N", "H", "H", "H", "H", "H", "H", "H", "H", "H", "H", "H", "C", "C", "C", "O", "C", "N", "H", "H", "H", "H", "H", "H", "H", "H", "H", "H", "H"],
  "xyz": [[-2.764433, 10.962069, 5.483411], [-2.708724, 15.270977, 6.380844], [-3.140872, 14.166530, 5.645413], [-3.676650, 14.456355, 4.549965], [-3.016524, 13.031476, 6.114676], [-3.127364, 15.951849, 5.820235], [-0.007608, 12.887252, 12.551702], [-1.039523, 13.454514, 11.790172], [-1.025971, 12.972609, 10.463979], [-2.239903, 13.489532, 9.721245], [-3.453059, 12.807693, 10.132565], [-4.635149, 13.546437, 9.740853], [-5.880622, 12.924828, 10.348384], [-5.641869, 12.696920, 11.708079], [-6.719054, 12.047355, 12.327328], [-0.021526, 13.323099, 13.549154], [0.977739, 13.039371, 12.083615], [-0.105771, 11.801342, 12.687994], [-1.004313, 11.875729, 10.445944], [-0.120965, 13.310054, 9.924573], [-2.111324, 13.334251, 8.646859], [-2.303480, 14.574023, 9.947243], [-3.493941, 12.694816, 11.140736], [-4.754508, 13.497923, 8.652953], [-4.608912, 14.610485, 10.036234], [-6.123183, 11.991676, 9.821858], [-6.727310, 13.615119, 10.230447], [-7.634098, 12.665883, 12.278074], [-6.543562, 11.893307, 13.389725], [-6.978658, 11.086636, 11.866270], [-1.221334, 20.246782, 7.111252], [-1.214857, 19.231501, 8.111837], [-0.825243, 17.998554, 7.565005], [-0.820726, 16.980148, 8.668287], [0.205626, 17.142494, 9.646789], [0.063973, 16.473244, 10.909677], [1.302836, 16.745980, 11.750890], [1.397281, 18.133146, 11.848054], [2.545257, 18.550935, 12.609197], [-1.615908, 21.167932, 7.539573], [-1.908333, 19.955841, 6.316091], [-0.209007, 20.484934, 6.776923], [0.157577, 18.070850, 7.076810], [-1.550312, 17.625959, 6.830432], [-0.743425, 15.998497, 8.182768], [-1.783273, 17.041723, 9.201909], [0.424515, 18.137941, 9.839572], [-0.058215, 15.399974, 10.772656], [-0.792664, 16.916935, 11.437230], [2.184686, 16.339245, 11.236339], [1.165674, 16.273992, 12.730042], [2.511938, 19.631098, 12.672259], [3.453983, 18.220419, 12.102151], [2.476358, 18.111461, 13.606317], [-10.649849, 19.333946, 3.742878], [-9.368752, 19.253036, 4.331285], [-9.356381, 18.462842, 5.504948], [-7.950628, 18.519590, 6.059725], [-7.825569, 17.656342, 7.224933], [-6.538152, 17.610625, 7.887127], [-5.409675, 16.978027, 7.100390], [-5.120003, 17.607180, 5.879499], [-4.465035, 18.844353, 6.007360], [-10.993958, 18.341753, 3.408584], [-10.549130, 19.928928, 2.837406], [-11.380478, 19.761451, 4.435215], [-9.654363, 17.432398, 5.239529], [-10.120635, 18.826205, 6.209521], [-7.727134, 19.545301, 6.359950], [-7.311497, 18.216748, 5.223524], [-8.195513, 16.733467, 7.038561], [-6.714108, 17.025232, 8.794467], [-6.258733, 18.622230, 8.201903], [-5.690647, 15.944349, 6.878767], [-4.489995, 16.942227, 7.708534], [-3.781640, 18.855039, 6.869031], [-5.154085, 19.687048, 6.135066], [-3.895839, 19.007676, 5.091578], [-3.070840, 12.371280, -0.785481], [-2.628000, 12.383994, 0.554233], [-2.356314, 11.091995, 1.060751], [-2.078991, 11.113768, 2.554816], [-3.149324, 11.618543, 3.451632], [-4.475122, 11.087937, 3.093052], [-5.522835, 11.414712, 4.162297], [-5.077419, 11.026277, 5.451911], [-5.797672, 11.679807, 6.492268], [-2.380980, 11.791533, -1.412511], [-3.122073, 13.394086, -1.144972], [-4.052659, 11.889153, -0.866390], [-1.450054, 10.730707, 0.555320], [-3.168153, 10.373006, 0.883508], [-1.156370, 11.664985, 2.750172], [-1.862846, 10.084625, 2.863866], [-3.245072, 12.619834, 3.246808], [-4.465895, 9.989680, 3.028613], [-4.850152, 11.449602, 2.129615], [-6.435114, 10.851527, 3.936302], [-5.761066, 12.485498, 4.125228], [-6.748772, 11.160003, 6.654090], [-5.964341, 12.728859, 6.250089], [-5.216472, 11.575770, 7.407073], [-6.262424, 14.680483, 1.712464], [-6.475240, 15.907089, 2.571164], [-7.756630, 16.628826, 2.303426], [-7.760896, 17.093741, 0.990779], [-8.997924, 17.657951, 0.630848], [-6.318112, 15.630648, 4.000952], [-7.136051, 14.017587, 1.764843], [-5.353122, 14.146332, 2.008113], [-6.132426, 14.934228, 0.659548], [-5.660498, 16.593172, 2.262106], [-7.934687, 17.401839, 3.068261], [-8.600539, 15.924594, 2.456503], [-8.972670, 17.915252, -0.426937], [-9.210890, 18.539233, 1.246765], [-9.833030, 16.945310, 0.728885], [-6.122173, 16.514285, 4.467749], [-5.449690, 15.116365, 4.139886], [-1.792630, 17.398359, 1.347805], [-1.968276, 16.104134, 0.581814], [-1.043184, 16.016320, -0.617930], [-1.201084, 17.125042, -1.448798], [-0.563235, 16.954514, -2.672761], [-1.677538, 14.969315, 1.470192], [-1.930150, 18.241682, 0.666941], [-0.777124, 17.471043, 1.746667], [-2.555956, 17.461525, 2.127681], [-3.011409, 16.080716, 0.225286], [-1.260668, 15.068893, -1.137103], [-0.016374, 15.947857, -0.223724], [-0.713390, 17.837559, -3.291625], [-0.967196, 16.094211, -3.223714], [0.519671, 16.814978, -2.546916], [-2.088618, 14.111871, 1.098411], [-2.172723, 15.148183, 2.336343]],
  "forces_ev_per_a": [[-0.830, 1.439, -0.442], [-0.299, -0.252, -0.223], [-0.798, 0.028, -1.383], [0.424, 0.060, 0.182], [0.962, -0.567, 1.426], [0.295, 0.216, 0.314], [0.504, -0.425, 0.390], [-0.031, 0.045, -0.096], [-0.063, -0.152, -0.656], [-0.033, -0.197, 0.458], [-0.036, 0.149, 0.064], [-0.537, -0.122, -0.143], [0.086, 0.169, -0.392], [0.130, -0.263, 0.438], [-1.150, 0.198, 0.228], [-0.005, 0.178, -0.089], [-0.086, 0.178, 0.065], [-0.249, 0.085, -0.196], [-0.060, 0.023, 0.076], [0.038, 0.002, 0.223], [0.036, 0.241, -0.031], [-0.005, -0.027, -0.272], [0.171, 0.027, -0.018], [0.153, 0.218, 0.009], [0.219, -0.041, -0.012], [0.003, -0.088, 0.160], [-0.035, -0.068, -0.097], [0.208, -0.042, -0.128], [0.470, -0.001, -0.082], [0.302, -0.001, -0.079], [-0.308, 0.481, 0.377], [0.187, 0.144, 0.022], [0.017, 0.114, -0.055], [0.203, -0.601, -1.195], [-1.937, 1.637, 1.208], [1.350, -0.866, 0.221], [-0.147, -0.066, -0.196], [0.256, 0.544, 0.179], [-0.492, -0.332, -0.251], [-0.047, -0.183, 0.267], [0.356, 0.003, -0.320], [-0.035, -0.321, -0.305], [-0.065, -0.047, 0.008], [0.100, 0.161, -0.089], [-0.211, -0.198, 0.415], [0.055, -0.258, 0.059], [0.782, -0.273, -0.499], [-0.432, 0.034, -0.001], [-0.167, -0.052, -0.262], [0.004, -0.156, 0.248], [0.157, -0.072, -0.058], [0.018, 0.077, -0.009], [0.081, 0.050, 0.106], [0.171, 0.078, 0.036], [0.251, -0.448, -0.272], [-0.045, 0.104, 0.046], [-0.603, 0.087, -0.208], [-0.246, -0.466, -0.115], [-0.245, 0.319, -0.069], [-0.492, 0.087, 0.066], [0.015, -0.481, 0.554], [0.436, 0.020, -0.199], [0.078, 0.332, -0.003], [-0.028, 0.050, 0.251], [-0.084, 0.262, 0.163], [-0.036, 0.075, -0.088], [0.241, 0.002, 0.126], [0.241, 0.045, 0.079], [0.099, 0.018, -0.093], [0.181, 0.277, 0.115], [0.170, -0.070, -0.062], [0.387, 0.028, 0.107], [-0.104, 0.010, -0.010], [0.097, 0.034, -0.239], [-0.086, -0.024, 0.093], [-0.024, -0.127, -0.041], [-0.086, -0.124, -0.019], [-0.014, 0.017, 0.000], [-0.017, -0.595, -0.185], [-0.432, -0.288, 0.483], [0.319, -0.076, -0.017], [0.263, -0.168, 0.169], [0.022, -0.169, -1.138], [-0.668, -0.877, 0.681], [-0.091, 0.208, -0.518], [0.471, 0.070, -0.054], [-0.069, -0.575, 0.184], [0.045, 0.172, -0.006], [-0.031, 0.072, 0.054], [-0.029, 0.159, 0.017], [-0.123, -0.280, 0.080], [-0.071, 0.264, -0.352], [-0.196, 0.245, 0.072], [-0.066, -0.033, -0.229], [0.308, 0.029, 0.855], [0.460, 0.146, -0.070], [0.097, 0.136, 0.070], [-0.042, 0.125, -0.142], [0.112, -0.051, 0.241], [-0.078, 0.201, -0.124], [0.039, 0.063, 0.044], [0.091, 0.144, -0.057], [-0.389, -0.491, -0.191], [1.743, 0.614, -0.082], [-1.014, -0.778, 0.741], [-0.087, 0.273, -0.409], [-0.292, -0.086, -0.138], [-0.282, -0.126, 0.071], [0.204, -0.123, 0.137], [-0.122, -0.018, 0.155], [-0.096, 0.213, 0.055], [-0.223, 0.089, -0.040], [0.237, 0.320, -0.343], [0.132, -0.018, -0.105], [0.242, 0.221, 0.075], [-0.049, 0.015, -0.130], [0.194, -0.020, 0.264], [-0.228, -0.137, -0.078], [-0.123, -0.068, -0.100], [0.010, 0.286, -0.444], [-0.251, -0.044, 0.128], [0.144, -0.469, 0.747], [-0.442, 0.215, 0.078], [0.426, -0.062, -0.673], [-0.282, 0.098, -0.133], [-0.060, -0.023, 0.103], [-0.123, -0.083, 0.224], [0.227, 0.051, 0.152], [0.101, -0.003, -0.099], [0.091, 0.126, -0.197], [0.016, 0.014, -0.192], [-0.094, 0.092, 0.154], [0.052, -0.030, 0.078], [-0.058, -0.068, 0.001], [0.291, 0.270, 0.114], [0.012, -0.104, 0.235]],
  "lowdin_charge": [0.546, 0.035, -0.743, -0.037, -0.027, 0.085, -0.119, -0.203, -0.244, -0.213, -0.036, -0.217, -0.238, -0.187, -0.113, 0.091, 0.089, 0.096, 0.133, 0.118, 0.112, 0.105, 0.109, 0.104, 0.119, 0.121, 0.127, 0.093, 0.089, 0.091, -0.074, -0.182, -0.222, -0.126, 0.201, -0.104, -0.220, -0.202, -0.048, 0.099, 0.074, 0.099, 0.145, 0.120, 0.151, 0.168, 0.181, 0.112, 0.180, 0.140, 0.140, 0.095, 0.096, 0.096, -0.117, -0.209, -0.235, -0.205, -0.049, -0.205, -0.234, -0.232, -0.092, 0.090, 0.083, 0.089, 0.128, 0.127, 0.129, 0.096, 0.114, 0.117, 0.120, 0.123, 0.109, 0.075, 0.094, 0.097, -0.084, -0.236, -0.221, -0.174, -0.057, -0.177, -0.193, -0.227, -0.075, 0.096, 0.084, 0.095, 0.135, 0.122, 0.129, 0.119, 0.103, 0.133, 0.123, 0.135, 0.113, 0.100, 0.093, 0.078, -0.051, -0.445, -0.239, -0.164, -0.103, 0.067, 0.085, 0.060, 0.078, 0.142, 0.114, 0.134, 0.088, 0.077, 0.092, 0.035, 0.019, -0.062, -0.451, -0.235, -0.176, -0.125, 0.060, 0.078, 0.083, 0.069, 0.139, 0.116, 0.134, 0.089, 0.088, 0.092, 0.032, 0.049],
  "multiplicity": 2,
  "s2": 0.7540,
  "gap_ev": [7.572, 3.159],
  "homo_energy_ev": [-10.0, -10.0],
  "total_charge": 1,
  "e_tot_ev": -115752.255
}